{"formula": "C37H25Cl2F15Ge2N3O3SV", "method": "ωB97M-V/def2-TZVPD", "symbols": ["V", "C", "Ge", "C", "C", "C", "H", "H", "H", "H", "H", "H", "H", "H", "H", "H", "H", "N", "C", "N", "O", "H", "H", "H", "H", "Cl", "C", "C", "C", "C", "C", "Cl", "C", "N", "C", "C", "C", "C", "C", "C", "C", "C", "O", "O", "H", "H", "H", "H", "H", "H", "H", "H", "H", "H", "F", "C", "C", "C", "F", "C", "F", "C", "F", "C", "F", "Ge", "S", "C", "C", "F", "C", "F", "C", "F", "C", "F", "C", "F", "C", "C", "F", "C", "F", "C", "F", "C", "F", "C", "F"], "positions_angstrom": [[0.09, 0.25, 0.60], [5.15, 0.89, 0.93], [3.23, 1.34, 1.04], [2.79, 1.06, 2.95], [3.09, 3.29, 0.75], [2.12, 0.38, -0.19], [5.75, 1.43, 1.67], [5.54, 1.13, -0.06], [5.29, -0.18, 1.09], [3.15, 1.90, 3.55], [3.27, 0.15, 3.32], [1.71, 0.96, 3.11], [3.94, 3.81, 1.20], [2.17, 3.67, 1.19], [3.08, 3.52, -0.32], [2.53, -0.62, -0.34], [2.18, 0.90, -1.15], [-0.27, 4.25, -0.69], [-0.29, 2.90, -0.75], [-0.48, 2.32, -1.96], [-0.12, 2.23, 0.28], [-0.20, 4.80, -1.52], [0.01, 4.66, 0.18], [-0.92, 2.86, -2.68], [-0.76, 1.35, -1.93], [-1.37, 0.74, 3.26], [-2.68, -0.35, 3.64], [-3.91, 0.20, 3.93], [-4.97, -0.63, 4.25], [-4.80, -2.00, 4.19], [-3.57, -2.53, 3.85], [-3.48, -4.24, 3.57], [-2.44, -1.73, 3.64], [-1.17, -2.22, 3.39], [-0.47, -3.14, 4.16], [-0.98, -3.62, 5.37], [-0.28, -4.57, 6.11], [0.94, -5.04, 5.67], [1.47, -4.52, 4.50], [0.81, -3.56, 3.74], [1.55, -2.94, 2.57], [0.82, -2.76, 1.24], [0.74, -3.66, 0.44], [0.31, -1.57, 1.09], [-4.02, 1.28, 3.92], [-5.94, -0.21, 4.50], [-5.63, -2.67, 4.36], [-0.63, -1.70, 2.70], [-1.92, -3.25, 5.73], [-0.71, -4.93, 7.04], [1.48, -5.78, 6.23], [2.44, -4.85, 4.16], [2.42, -3.56, 2.36], [1.92, -1.95, 2.88], [-3.27, 2.26, -2.59], [-4.22, 1.51, -3.19], [-4.95, 0.60, -2.45], [-5.96, -0.05, -3.14], [-6.76, -0.93, -2.53], [-6.20, 0.16, -4.49], [-7.18, -0.50, -5.12], [-5.43, 1.06, -5.19], [-5.65, 1.28, -6.49], [-4.43, 1.75, -4.54], [-3.70, 2.66, -5.20], [-4.40, 0.26, -0.56], [-2.40, -0.40, -0.34], [-5.57, -1.21, 0.09], [-5.46, -2.44, -0.55], [-4.73, -2.54, -1.67], [-6.10, -3.58, -0.11], [-5.97, -4.73, -0.76], [-6.90, -3.51, 1.02], [-7.52, -4.60, 1.46], [-7.04, -2.31, 1.68], [-7.81, -2.24, 2.77], [-6.37, -1.19, 1.21], [-6.54, -0.06, 1.93], [-5.08, 1.94, 0.27], [-4.31, 2.83, 0.97], [-3.01, 2.62, 1.16], [-4.83, 3.99, 1.53], [-4.05, 4.84, 2.21], [-6.17, 4.28, 1.38], [-6.69, 5.38, 1.91], [-6.98, 3.41, 0.67], [-8.28, 3.68, 0.51], [-6.42, 2.27, 0.12], [-7.24, 1.46, -0.57]], "lowdin_spin": [2.765, 0.002, 0.009, 0.012, 0.001, 0.004, 0.000, 0.000, 0.000, 0.001, 0.000, 0.008, 0.000, 0.000, 0.000, 0.003, 0.003, 0.006, 0.014, 0.009, 0.022, 0.001, 0.000, 0.001, 0.004, 0.027, 0.004, 0.001, 0.000, 0.001, 0.000, 0.000, 0.001, 0.000, 0.000, 0.000, 0.000, 0.000, 0.000, 0.000, 0.000, 0.009, 0.015, 0.019, 0.000, 0.000, 0.000, 0.001, 0.000, 0.000, 0.000, 0.000, 0.000, 0.001, 0.000, 0.000, 0.001, 0.000, 0.000, 0.000, 0.000, 0.000, 0.000, 0.000, 0.000, 0.011, 0.032, 0.003, 0.001, 0.000, 0.000, 0.000, 0.001, 0.000, 0.000, 0.000, 0.001, 0.000, 0.001, 0.000, 0.000, 0.000, 0.000, 0.000, 0.000, 0.000, 0.000, 0.000, 0.000], "homo_lumo_gap_ev": [6.193, 7.161], "e_homo_ev": [-4.36, -5.33], "de_lowest_kj_mol": 62.17, "s_squared": 3.7603, "total_charge": -1, "multiplicity": 4}